{
  "formula": "C4H3ClNS",
  "method": "the ωB97M-V functional and the def2-TZVPD basis",
  "species": ["S", "C", "C", "N", "C", "C", "Cl", "H", "H", "H"],
  "positions_angstrom": [[-1.2618, 1.1712, -0.9080], [0.3225, 0.9457, -0.4702], [0.6908, -0.3052, 0.1076], [-0.2660, -1.0726, 0.5213], [-1.6294, -0.9891, 0.7634], [-1.0223, -2.1133, 1.1574], [-0.7193, -3.6619, 1.6087], [0.9563, 1.7161, -0.5924], [1.7039, -0.4927, 0.1039], [-2.3974, -0.3614, 0.8193]],
  "mulliken_charge": [-0.182, -0.372, 0.100, -0.096, -0.182, 0.325, -0.001, 0.446, 0.448, 0.513],
  "smiles": "S=C/C=[N+]1C=C\\1Cl",
  "e_above_lowest_kcal_mol": 46.0,
  "charge": 1,
  "e_tot_ev": -29031.8383,
  "homo_lumo_gap_ev": [7.487, 7.486],
  "max_force_ev_per_a": 5.4
}